Entry 1:
C20H37IrN7OS2Si as an isolated structure. Source: the Open Molecules 2025 dataset; level of theory: wB97M-V/def2-TZVPD.

The LUMO energy (spin up / spin down) comes out at -7.20 / -8.86 eV. For the gap between HOMO and LUMO (spin up / spin down), the calculation gives 0.2658 / 0.2041 hartree. The total energy is -2432.4998 Eh. The energy above the lowest of the compared OMol25 structures with the same formula, charge and spin is 5.6 kcal per mole.

The geometry in ORCA input format:
```
! wB97M-V def2-TZVPD RIJCOSX def2/J DEFGRID3
* xyz 2 2
Ir -0.00889 -0.54913 -0.27201
C -2.15702 -3.06489 -2.34104
C -0.75669 -2.66677 -2.67499
C -0.04601 -3.35320 -3.65688
C 1.26413 -3.01855 -3.93904
C 1.88173 -1.97033 -3.26450
C 1.11325 -1.28816 -2.35471
N -0.16306 -1.64066 -2.05207
N 1.45840 -0.26715 -1.43811
Si 2.84114 0.91846 -1.61045
C 2.25651 2.47108 -0.75321
C 3.04047 1.28014 -3.42745
C 4.35928 0.10751 -0.89572
H -2.51303 -3.79007 -3.06856
H -2.82835 -2.20803 -2.38336
H -2.21570 -3.52474 -1.35317
H -0.53369 -4.15927 -4.18525
H 1.81819 -3.57959 -4.67992
H 2.91590 -1.71697 -3.43496
H 1.48309 2.29623 -0.00384
H 1.83587 3.15630 -1.49111
H 3.08808 2.98742 -0.26845
H 2.33468 2.04351 -3.75768
H 2.93718 0.42730 -4.09265
H 4.04704 1.68052 -3.57977
H 4.12961 -0.58700 -0.08654
H 5.05018 0.85851 -0.50585
H 4.89497 -0.45207 -1.66519
C 3.46637 -0.77527 3.89100
C 2.13203 -0.80683 3.15244
S 2.04580 0.52515 1.95675
O 0.58628 0.49393 1.41073
C 2.01620 1.98682 2.99564
C 0.86426 2.06896 3.97820
H 3.63053 -1.74184 4.36367
H 3.47559 -0.01846 4.67340
H 4.30465 -0.59432 3.21582
H 1.26836 -0.73854 3.81407
H 2.03116 -1.71180 2.54908
H 2.03043 2.81703 2.28794
H 2.99211 1.97348 3.48907
H -0.09901 2.03877 3.47185
H 0.93679 3.01901 4.50630
H 0.89963 1.27707 4.72491
C -3.05584 -0.82770 0.33097
N -4.34065 -0.20100 0.38902
C -4.35327 0.77685 1.48026
N -3.34214 1.81194 1.25171
C -2.04084 1.21370 1.18995
N -1.95558 0.19417 0.05709
C -2.32401 0.93179 -1.22379
N -3.62068 1.53292 -1.13008
C -4.61831 0.48905 -0.87440
C -3.63200 2.48717 -0.01670
H -3.01870 -1.55861 -0.46839
H -2.81041 -1.30437 1.27824
H -4.14942 0.27005 2.42430
H -5.33633 1.24103 1.53810
H -1.80303 0.68121 2.11010
H -1.28601 1.97554 0.99516
H -2.29232 0.20266 -2.03521
H -1.55809 1.69498 -1.38524
H -4.61089 -0.23074 -1.69459
H -5.60532 0.94585 -0.82462
H -4.61320 2.95537 0.04039
H -2.88631 3.26323 -0.19517
S -0.13201 -3.89022 2.89344
C -0.28665 -2.83393 1.74511
N -0.43639 -2.02450 0.88000
*
```


Entry 2:
A 10-piece molecular cluster, C59H63Cl2O3PS overall in a non-equilibrium geometry. Source: the Open Molecules 2025 dataset; level of theory: wB97M-V/def2-TZVPD.

The LUMO energy comes out at 0.36 eV. For the gap between HOMO and LUMO, the calculation gives 0.3046 hartree. The total energy is -4171.5239 Eh.

The geometry in ORCA input format:
```
! wB97M-V def2-TZVPD RIJCOSX def2/J DEFGRID3
* xyz 0 1
C 0.08367 -3.32625 1.20502
C 0.60682 -2.86953 2.62298
Cl -0.33427 -3.49004 4.04662
C 1.68158 -2.02629 2.87318
Cl 2.60610 -1.42551 1.42721
O 2.09314 -1.63446 4.17532
S 3.08079 -2.96825 4.65726
O 4.38183 -2.68507 3.95186
O 3.27753 -2.91773 6.31899
P 4.10501 -1.53833 6.92433
C 5.91222 -1.44834 6.44919
C 3.18778 0.07652 6.68685
H -0.46347 -4.31923 1.27505
H 0.91612 -3.45269 0.44376
H -0.62852 -2.56904 0.73830
H 6.16496 -0.59640 5.73965
H 6.29297 -2.38652 5.92963
H 6.53232 -1.31265 7.37869
H 3.42265 0.61070 5.72195
H 2.08212 -0.07408 6.87124
H 3.53807 0.76264 7.52679
C -1.12775 -4.35073 -2.40397
C -0.48805 -5.21226 -3.28837
C -1.05875 -6.44175 -3.59780
C -2.27516 -6.80606 -3.03017
C -2.91690 -5.94332 -2.14875
C -2.34151 -4.71775 -1.83188
H -0.68150 -3.39398 -2.15849
H 0.45676 -4.92530 -3.73654
H -0.55652 -7.11585 -4.28221
H -2.72254 -7.76258 -3.27528
H -3.86593 -6.22686 -1.70744
H -2.83964 -4.04749 -1.13955
C -1.01837 -0.61127 -2.49789
C -1.70590 0.09974 -3.47284
C -1.05013 1.08166 -4.20842
C 0.29706 1.34298 -3.97127
C 0.98193 0.62532 -2.99528
C 0.31919 -0.34859 -2.25839
H -1.52603 -1.37511 -1.91929
H -2.75327 -0.11069 -3.65986
H -1.58682 1.64222 -4.96542
H 0.81126 2.10470 -4.54648
H 2.03141 0.82622 -2.80957
H 0.84168 -0.90843 -1.49246
C -3.93846 -1.75663 2.41868
C -3.13432 -1.31815 3.46543
C -3.35475 -0.06919 4.03579
C -4.38588 0.73749 3.56563
C -5.19211 0.29718 2.52138
C -4.96622 -0.94790 1.94469
H -3.76421 -2.72951 1.97176
H -2.33470 -1.95112 3.83508
H -2.72376 0.27542 4.84719
H -4.56082 1.70923 4.01344
H -5.99699 0.92576 2.15623
H -5.59158 -1.28880 1.12687
C 10.36415 2.57155 6.50508
C 10.68469 1.46795 7.28789
C 10.22059 0.20564 6.93458
C 9.44351 0.04558 5.79222
C 9.12606 1.14868 5.00739
C 9.58255 2.41233 5.36574
H 10.72340 3.55610 6.78271
H 11.29620 1.59196 8.17520
H 10.46509 -0.65376 7.54873
H 9.08553 -0.93938 5.51390
H 8.52146 1.02331 4.11582
H 9.33044 3.27288 4.75669
C -7.94601 -1.00064 -3.29784
C -7.73854 -0.25688 -2.14105
C -6.45133 -0.09070 -1.64223
C -5.37029 -0.66066 -2.30647
C -5.57747 -1.40139 -3.46504
C -6.86547 -1.57510 -3.95858
H -8.95021 -1.13258 -3.68503
H -8.58098 0.19325 -1.62773
H -6.28981 0.48382 -0.73693
H -4.36561 -0.52675 -1.92009
H -4.73382 -1.84432 -3.98362
H -7.02737 -2.15663 -4.85884
C -7.01678 2.00472 -5.12121
C -7.70420 2.71866 -6.09680
C -7.04915 3.70177 -6.83177
C -5.70353 3.96370 -6.59706
C -5.01539 3.24713 -5.62390
C -5.67246 2.27080 -4.88302
H -7.52795 1.24086 -4.54598
H -8.75193 2.50946 -6.28430
H -7.58694 4.26304 -7.58789
H -5.19157 4.72640 -7.17296
H -3.96563 3.45068 -5.44215
H -5.13738 1.71596 -4.12058
C 4.51279 -1.79770 -7.01218
C 4.15185 -3.13941 -7.06637
C 3.07512 -3.60127 -6.31741
C 2.35306 -2.71862 -5.52117
C 2.71160 -1.37636 -5.46968
C 3.79389 -0.91625 -6.21166
H 5.35440 -1.43855 -7.59372
H 4.71074 -3.82602 -7.69241
H 2.79790 -4.64880 -6.35484
H 1.51020 -3.07719 -4.94067
H 2.14699 -0.68867 -4.84996
H 4.07665 0.12944 -6.16723
C -11.54368 4.37017 -7.51107
C -10.71836 5.39192 -7.05459
C -10.84717 6.67525 -7.57409
C -11.80859 6.93904 -8.54384
C -12.63634 5.91803 -8.99761
C -12.50143 4.63270 -8.48469
H -11.44076 3.36874 -7.10816
H -9.97310 5.18752 -6.29346
H -10.19915 7.47013 -7.22278
H -11.91240 7.94062 -8.94555
H -13.38691 6.12427 -9.75252
H -13.14324 3.83582 -8.84257
C 11.56800 2.51480 11.29804
C 11.95484 1.18141 11.38354
C 13.09506 0.83208 12.09851
C 13.84365 1.81536 12.73642
C 13.45489 3.14788 12.65401
C 12.31976 3.49848 11.93159
H 10.68055 2.78750 10.73764
H 11.36720 0.41394 10.89167
H 13.40003 -0.20637 12.15959
H 14.73000 1.54257 13.29786
H 14.03786 3.91406 13.15286
H 12.02006 4.53795 11.86315
*
```


Entry 3:
C3H5NS2 as an isolated structure in a non-equilibrium geometry. Source: the Open Molecules 2025 dataset; level of theory: wB97M-V/def2-TZVPD.

The LUMO energy comes out at -0.81 eV. For the gap between HOMO and LUMO, the calculation gives 0.2733 hartree. The total energy is -968.3103 Eh. The energy above the lowest of the compared OMol25 structures with the same formula, charge and spin is 84.6 kcal per mole.

The geometry in ORCA input format:
```
! wB97M-V def2-TZVPD RIJCOSX def2/J DEFGRID3
* xyz 0 1
C -0.94891 0.17967 -0.07893
C 0.30100 -0.45785 -0.10958
C 1.58570 0.02900 -0.13609
H -2.17764 -1.40412 0.54077
H -3.23669 -0.01787 0.28266
H -1.05938 1.23694 -0.00281
H 0.20205 -1.55116 -0.26494
H 2.98550 1.76612 0.21239
N -2.11842 -0.41822 -0.24546
S 1.60162 1.73578 -0.10975
S 2.86516 -1.09830 -0.08825
*
```


Entry 4:
A 16-piece molecular cluster, C18H68N10O16 overall in a non-equilibrium geometry. Source: the Open Molecules 2025 dataset; level of theory: wB97M-V/def2-TZVPD.

The LUMO energy comes out at 0.06 eV. For the gap between HOMO and LUMO, the calculation gives 0.3322 hartree. The total energy is -2477.7822 Eh. The energy above the lowest of the compared OMol25 structures with the same formula, charge and spin is 2.9 kcal per mole.

The geometry in ORCA input format:
```
! wB97M-V def2-TZVPD RIJCOSX def2/J DEFGRID3
* xyz 0 1
C 13.45400 -23.09100 -5.35700
C 14.31900 -23.82500 -6.39500
O 15.47300 -24.36800 -5.70200
H 12.55200 -22.68200 -5.77200
H 13.92000 -22.28100 -4.83200
H 13.09100 -23.79100 -4.58500
H 14.82000 -23.09400 -7.04900
H 13.71000 -24.46700 -7.18900
H 16.25000 -23.91800 -6.04800
C 11.72200 -20.52400 -4.09100
C 11.77000 -19.35200 -3.19900
O 10.98800 -18.30900 -3.80100
H 10.68700 -20.94000 -3.99600
H 12.57800 -21.09800 -3.77500
H 11.80200 -20.39600 -5.17900
H 12.80800 -18.92500 -3.08700
H 11.25800 -19.58200 -2.27500
H 11.35700 -17.84400 -4.54400
C 14.57500 -19.16100 -0.85500
O 14.46700 -20.45000 -1.36300
N 13.68500 -18.77000 0.06700
N 15.57100 -18.35900 -1.11300
H 12.98900 -19.46800 0.38900
H 13.62100 -17.86000 0.52800
H 16.48800 -18.89900 -1.35700
H 15.65400 -17.44800 -0.66500
C 11.20800 -26.37300 -5.17200
O 12.37700 -26.25000 -5.85600
N 10.02400 -26.46100 -5.70300
N 11.20800 -26.47300 -3.88300
H 9.94100 -26.33100 -6.78600
H 9.26600 -26.89300 -5.10400
H 12.10700 -26.29200 -3.54100
H 10.38700 -26.30600 -3.32800
C 14.29700 -24.52400 2.17900
O 13.70700 -23.41200 2.83700
N 14.40800 -24.61600 0.90000
N 14.89400 -25.51100 2.80100
H 13.99400 -23.90500 0.33300
H 14.92400 -25.35800 0.40000
H 14.97400 -25.47700 3.76300
H 15.53200 -26.13200 2.39700
C 16.53500 -21.69800 -4.56500
O 16.68200 -21.59400 -5.95900
N 15.75200 -20.91300 -3.92300
N 17.14000 -22.53400 -3.85600
H 15.36100 -20.12000 -4.45800
H 15.35800 -21.04500 -2.92400
H 17.59200 -23.36600 -4.39700
H 16.79500 -22.76100 -2.92100
C 14.68000 -25.70700 -2.60100
O 14.45300 -26.25200 -1.26400
N 14.24200 -26.31200 -3.58500
N 15.14100 -24.50700 -2.81600
H 13.92900 -27.29300 -3.33500
H 14.13800 -26.01100 -4.58100
H 15.37900 -23.97100 -1.97200
H 15.23700 -24.14000 -3.73900
C 9.40000 -20.92300 -0.90300
O 8.98600 -22.13800 -0.37200
H 8.99500 -19.92200 -0.57100
H 9.11000 -20.89400 -1.95700
H 10.45500 -20.87700 -0.72400
H 8.05400 -22.10000 -0.57800
C 9.15200 -23.52400 -3.93600
O 9.73300 -23.65700 -5.19500
H 9.56000 -24.37400 -3.39100
H 8.08900 -23.52500 -3.90100
H 9.49700 -22.62600 -3.39600
H 9.55200 -24.58900 -5.48100
C 11.52400 -26.64100 0.56400
O 11.78300 -26.58200 -0.81000
H 10.51700 -26.25200 0.79300
H 12.20000 -25.97100 1.06400
H 11.57500 -27.62500 1.10700
H 12.57700 -26.27700 -0.82300
C 10.66000 -23.58900 2.66400
O 9.57500 -22.79300 2.50900
H 11.39600 -23.38600 1.87900
H 10.44800 -24.60800 2.66100
H 11.10000 -23.52500 3.65900
H 9.34000 -22.79600 1.62500
C 7.73700 -25.26400 0.38000
O 8.74800 -24.80200 -0.58400
H 6.71700 -25.11100 0.04700
H 7.80900 -24.72200 1.31800
H 7.98600 -26.29400 0.54400
H 9.00700 -23.92100 -0.29900
C 15.70700 -21.18700 2.09600
O 15.86800 -21.86100 3.34900
H 16.65000 -20.82300 1.69000
H 15.10900 -20.27800 2.15400
H 15.10500 -21.73900 1.39200
H 15.43800 -22.67300 3.23600
C 12.23300 -23.15500 -1.52500
O 13.26900 -22.67000 -0.66100
H 11.46300 -23.30000 -0.75300
H 12.44500 -24.21700 -1.88000
H 11.93000 -22.40000 -2.19600
H 13.68800 -21.89000 -1.04500
C 11.91800 -20.55500 2.50300
O 12.25400 -20.71900 1.22700
H 12.55200 -19.77900 2.95800
H 11.87700 -21.48000 2.97500
H 10.92400 -20.19300 2.43200
H 12.35900 -21.66800 1.00200
C 17.10200 -23.32000 0.04300
O 16.21800 -22.68900 -0.89000
H 16.74000 -23.36400 1.10700
H 18.18500 -23.12500 -0.07200
H 17.05800 -24.40600 -0.17700
H 15.68500 -22.04000 -0.46000
*
```